one:
DFT (ωB97M-V/def2-TZVPD) results for 2 unconnected molecules or ions with the total composition CHNO3S.

The value obtained for the HOMO-LUMO gap is 10.982 eV. The HOMO energy comes out at -10.81 eV.

Atoms and positions in Å:
O (1.857, -0.552, -0.475)
C (2.896, -0.142, -0.175)
S (4.278, 0.396, 0.260)
O (-0.202, 2.152, -0.287)
N (-1.207, 1.580, -0.071)
O (-1.189, 0.167, 0.141)
H (-0.393, -0.405, 0.187)

***

two:
DFT (ωB97M-V/def2-TZVPD) results for 2 unconnected molecules or ions with the total composition CHNO3S.

The value obtained for the HOMO-LUMO gap is 8.764 eV. The HOMO energy comes out at -8.92 eV.

Atoms and positions in Å:
O (0.924, 0.897, 0.808)
S (1.885, 0.070, 0.155)
C (0.882, -0.955, -0.958)
O (1.131, -1.517, 0.101)
N (-1.265, 0.303, -0.146)
O (-1.723, 1.274, -0.662)
H (-1.834, -0.072, 0.703)

***

Relative energies, unit eV: one 0.000; two 4.448